ORCA calculation (wB97M-V/def2-TZVPD) on a structure of composition C15H14N2O6SY.

Calculated values
**Highest occupied orbital energy**: -4.784 eV
**Kohn-Sham gap**: 0.2620 Ha
**Relative energy (zero: lowest compared OMol25 entry of this formula, charge and spin)**: 0.0 kJ/mol

```
! RIJCOSX wB97M-V def2-TZVPD def2/J DEFGRID3
* xyz -1 1
Y 1.12 -0.61 -1.48
O 1.58 3.86 -0.63
C 1.46 2.66 -0.46
O 0.89 1.83 -1.27
C 1.91 2.05 0.88
C 0.81 1.13 1.45
C 1.04 0.89 2.95
C 2.25 -0.08 2.92
C 2.51 -0.22 1.42
O 1.16 -0.16 0.89
C 3.14 1.08 0.87
C 3.84 0.86 -0.49
O 4.91 1.43 -0.69
O 3.24 0.05 -1.29
H 2.11 2.88 1.55
H -0.20 1.38 1.16
H 0.17 0.43 3.41
H 1.26 1.82 3.46
H 1.98 -1.05 3.35
H 3.12 0.30 3.45
H 2.97 -1.14 1.09
H 3.90 1.45 1.55
N -1.63 2.10 -1.97
C -2.15 0.89 -1.73
N -1.47 -0.22 -1.61
C -2.34 -1.31 -1.42
C -1.95 -2.64 -1.28
C -2.94 -3.60 -1.10
C -4.29 -3.26 -1.07
C -4.69 -1.94 -1.22
C -3.70 -0.99 -1.39
S -3.90 0.73 -1.61
H -0.60 2.22 -1.80
H -2.23 2.90 -1.92
H -0.88 -2.89 -1.33
H -2.65 -4.64 -0.99
H -5.04 -4.03 -0.92
H -5.73 -1.67 -1.19
O 0.97 -2.50 -1.56
*
```

And the Löwdin charges, in e, turn out to be: 1.37, 0.04, -0.60, -0.18, -0.10, -0.24, -0.10, -0.10, -0.24, -0.17, -0.10, -0.62, 0.04, -0.16, 0.14, 0.16, 0.11, 0.11, 0.11, 0.11, 0.16, 0.14, 0.11, -0.68, 0.03, -0.29, -0.02, -0.09, -0.12, -0.12, -0.50, 1.05, 0.06, 0.09, 0.05, 0.10, 0.09, 0.10, -0.77